# 1
A cluster of 2 separate species, C2H5NO4 in total at a distorted geometry. Source: the Open Molecules 2025 dataset; level of theory: the ωB97M-V functional and the def2-TZVPD basis.

Calculated values
HOMO-LUMO gap: 11.047 eV
max |F|: 3.53 eV Å⁻¹
E_LUMO: 0.2 eV
energy relative to the best compared isomer or geometry (same formula, charge and spin): 1.717 eV
SMILES: O=CNC(=O)O.O

```
! wB97M-V def2-TZVPD RIJCOSX def2/J DEFGRID3
* xyz 0 1
O -2.1520 1.6396 -0.0538
C -1.4386 0.7015 -0.4386
N -0.8877 -0.1457 0.4800
C -1.2863 -0.1566 1.8667
O -2.0121 0.8371 2.3611
O -1.0293 -1.1682 2.4548
H -1.4148 0.7594 -1.5419
H -0.2804 -0.8578 0.1092
H -1.7695 1.6017 1.7311
H 4.7762 -0.7925 -2.6068
H 3.3187 -1.2356 -2.4033
O 4.1761 -1.1828 -1.9584
*
```


# 2
An isolated molecule of C2H5NO4S at a distorted geometry. Source: the Open Molecules 2025 dataset; level of theory: the ωB97M-V functional and the def2-TZVPD basis.

Calculated values
HOMO-LUMO gap: 10.172 eV
max |F|: 3.47 eV Å⁻¹
E_LUMO: 0.2 eV
energy relative to the best compared isomer or geometry (same formula, charge and spin): 4.148 eV
SMILES: C=[N+]([O-])OS(C)(=O)=O

```
! wB97M-V def2-TZVPD RIJCOSX def2/J DEFGRID3
* xyz 0 1
C -0.4861 -1.3347 -1.1353
C 0.3744 1.9820 1.9133
N 0.1337 0.8586 1.2909
O 0.3858 -0.3140 1.5429
O -0.8632 0.9569 0.1998
O 1.3878 0.5430 -0.8671
O -0.6385 0.9787 -2.2548
S -0.0039 0.3613 -1.1190
H -1.3294 -1.5263 -0.3365
H -1.0147 -1.4912 -2.1315
H 0.2660 -2.1126 -0.9813
H 0.9973 1.8731 2.7637
H 0.1972 2.9544 1.4423
*
```


# 3
An isolated molecule of C2H5NOP2 at a distorted geometry. Source: the Open Molecules 2025 dataset; level of theory: the ωB97M-V functional and the def2-TZVPD basis.

Calculated values
HOMO-LUMO gap: 8.013 eV
max |F|: 3.07 eV Å⁻¹
E_LUMO: -0.4 eV
energy relative to the best compared isomer or geometry (same formula, charge and spin): 3.757 eV
SMILES: N#C[PH2]=C(O)P

```
! wB97M-V def2-TZVPD RIJCOSX def2/J DEFGRID3
* xyz 0 1
C -1.2391 1.1581 -1.4150
C 0.7549 -0.2861 0.0597
N -1.3776 2.2075 -1.8574
O 0.9210 0.9887 0.5661
P -1.0044 -0.4257 -0.5287
P 1.1233 -1.5158 1.3219
H 1.0006 1.6615 -0.0546
H -1.0697 -1.6507 -1.2292
H -2.5044 -0.5124 -0.3627
H 2.4025 -1.0476 1.1888
H 0.9929 -0.5773 2.3111
*
```


# 4
An isolated molecule of C2H5NOS at a distorted geometry. Source: the Open Molecules 2025 dataset; level of theory: the ωB97M-V functional and the def2-TZVPD basis.

Calculated values
HOMO-LUMO gap: 9.840 eV
max |F|: 3.63 eV Å⁻¹
E_LUMO: 0.7 eV
energy relative to the best compared isomer or geometry (same formula, charge and spin): 0.455 eV
SMILES: NC(=O)CS

```
! wB97M-V def2-TZVPD RIJCOSX def2/J DEFGRID3
* xyz 0 1
C 0.5306 -0.5062 0.0116
C -0.7067 0.1104 0.7418
H 1.3419 1.3672 -0.2454
H 2.1189 0.0190 -1.0171
H -1.0693 -0.3700 1.6572
H -0.4890 1.1648 1.0627
H -1.5869 -0.7221 -1.2003
N 1.4771 0.3708 -0.3335
O 0.4740 -1.7100 -0.3252
S -2.0905 0.2761 -0.3519
*
```


# 5
A structure of composition C2H5NOS at a distorted geometry. Source: the Open Molecules 2025 dataset; level of theory: the ωB97M-V functional and the def2-TZVPD basis.

Calculated values
HOMO-LUMO gap: 8.672 eV
max |F|: 5.64 eV Å⁻¹
E_LUMO: -0.4 eV
energy relative to the best compared isomer or geometry (same formula, charge and spin): 3.565 eV

```
! wB97M-V def2-TZVPD RIJCOSX def2/J DEFGRID3
* xyz 0 1
C -0.4541 0.2595 0.0388
C 1.0064 0.0694 -0.0137
H -1.2009 -1.5139 0.6351
H -1.1341 -1.6499 -0.8275
H -0.6967 0.4916 1.2763
H -0.4814 1.1916 -0.5988
H 0.9209 2.1726 -0.3669
N -1.4487 -0.8427 -0.1058
O 1.7086 1.2936 -0.0230
S 1.7801 -1.4719 -0.0145
*
```


# 6
An isolated molecule of C2H5NOS at a distorted geometry. Source: the Open Molecules 2025 dataset; level of theory: the ωB97M-V functional and the def2-TZVPD basis.

Calculated values
HOMO-LUMO gap: 9.812 eV
max |F|: 4.40 eV Å⁻¹
E_LUMO: 0.8 eV
energy relative to the best compared isomer or geometry (same formula, charge and spin): 3.484 eV

```
! wB97M-V def2-TZVPD RIJCOSX def2/J DEFGRID3
* xyz 0 1
C 0.4480 -0.4986 0.0371
C -0.6115 1.0666 0.0305
N -0.7931 -1.1681 0.0417
O -2.9697 0.1336 0.5679
S -1.9425 -0.0723 -0.4614
H 1.0105 -0.5548 -0.9479
H 1.0439 -0.5901 0.9058
H -0.7566 1.0537 1.1064
H -0.2181 2.0306 -0.3544
H -1.0132 -2.1877 0.2547
*
```


# 7
An isolated molecule of C2H5NOS at a distorted geometry. Source: the Open Molecules 2025 dataset; level of theory: the ωB97M-V functional and the def2-TZVPD basis.

Calculated values
HOMO-LUMO gap: 10.180 eV
max |F|: 7.18 eV Å⁻¹
E_LUMO: 0.6 eV
energy relative to the best compared isomer or geometry (same formula, charge and spin): 2.500 eV
SMILES: CN(S)C=O

```
! wB97M-V def2-TZVPD RIJCOSX def2/J DEFGRID3
* xyz 0 1
C 0.2787 -1.2108 0.8972
C 1.0045 0.2313 -0.9558
H 0.7244 -0.9610 1.8757
H 1.3418 -1.4905 0.4711
H -0.3065 -2.0433 0.8820
H -1.1136 1.8942 1.2672
H 0.9875 1.3350 -1.4974
N 0.0769 0.0015 0.1871
O 1.7754 -0.5953 -1.3652
S -1.5047 0.7434 0.4353
*
```


# 8
An isolated molecule of C2H5NOS at a distorted geometry. Source: the Open Molecules 2025 dataset; level of theory: the ωB97M-V functional and the def2-TZVPD basis.

Calculated values
HOMO-LUMO gap: 9.314 eV
max |F|: 2.59 eV Å⁻¹
E_LUMO: 0.7 eV
energy relative to the best compared isomer or geometry (same formula, charge and spin): 2.214 eV
SMILES: CO/C=N\S

```
! wB97M-V def2-TZVPD RIJCOSX def2/J DEFGRID3
* xyz 0 1
C 2.4292 -0.3678 -0.0254
C 0.4609 0.8464 0.0699
H 2.8232 -1.4159 -0.1855
H 2.8057 0.0016 0.9102
H 2.8880 0.3490 -0.7378
H 1.1517 1.7180 0.1700
H -0.9376 -1.3961 0.6521
N -0.8132 1.0646 -0.0220
O 1.0291 -0.3707 -0.0480
S -1.7883 -0.4134 -0.0336
*
```


# 9
A cluster of 2 separate species, C2H5NOS2 in total at a distorted geometry. Source: the Open Molecules 2025 dataset; level of theory: the ωB97M-V functional and the def2-TZVPD basis.

Calculated values
HOMO-LUMO gap: 9.620 eV
max |F|: 2.64 eV Å⁻¹
E_LUMO: 0.4 eV
energy relative to the best compared isomer or geometry (same formula, charge and spin): 1.526 eV
SMILES: O=C=NS.CS

```
! wB97M-V def2-TZVPD RIJCOSX def2/J DEFGRID3
* xyz 0 1
C -2.0272 -1.3389 -0.2063
C 1.3711 1.0011 -0.6382
N -0.9182 -1.2920 0.2205
O -2.9984 -1.2480 -0.8480
S -0.0122 -2.0465 1.4178
S 0.3276 1.5757 0.8316
H -0.8569 1.3003 0.2061
H 1.1228 1.7372 -1.4589
H 0.9202 -0.0545 -0.6059
H 2.3974 1.2631 -0.3668
H 0.6739 -0.8975 1.4481
*
```


# 10
A cluster of 2 separate species, C2H5NP2 in total at a distorted geometry. Source: the Open Molecules 2025 dataset; level of theory: the ωB97M-V functional and the def2-TZVPD basis.

Calculated values
HOMO-LUMO gap: 7.058 eV
max |F|: 3.91 eV Å⁻¹
E_LUMO: -0.6 eV
energy relative to the best compared isomer or geometry (same formula, charge and spin): 3.329 eV

```
! wB97M-V def2-TZVPD RIJCOSX def2/J DEFGRID3
* xyz 0 1
C -0.0680 -0.3547 -0.8657
C 0.5868 -1.1745 0.1287
N -0.2821 1.6035 1.5553
P -0.6102 -0.6941 -2.3806
P -0.4183 2.0154 0.1065
H 0.3829 -2.2747 0.2816
H 1.7260 -1.0108 0.3272
H 0.0049 -0.7099 1.0520
H -0.1150 2.0610 2.3593
H -1.2070 0.5389 -2.5643
*
```